ORCA calculation (ωB97M-V/def2-TZVPD) on a 10-piece molecular cluster, C54H99F6N18P overall.

```
178
Properties=species:S:1:pos:R:3
C -7.555 -2.448 -3.162
C -6.703 -3.677 -3.406
N -5.391 -3.673 -2.723
C -4.580 -2.593 -2.425
C -3.665 -3.017 -1.522
N -3.863 -4.373 -1.324
C -4.961 -4.706 -2.012
C -3.153 -5.226 -0.400
H -8.343 -2.430 -3.912
H -6.941 -1.553 -3.295
H -8.002 -2.375 -2.172
H -6.622 -3.889 -4.475
H -7.218 -4.588 -3.091
H -4.731 -1.573 -2.726
H -2.801 -2.535 -1.093
H -5.494 -5.617 -1.783
H -2.417 -5.822 -0.955
H -3.777 -5.982 0.071
H -2.514 -4.688 0.294
C -4.422 -6.573 -4.935
C -3.612 -5.469 -5.584
N -2.536 -4.971 -4.699
C -2.109 -3.662 -4.635
C -0.977 -3.613 -3.908
N -0.767 -4.904 -3.472
C -1.726 -5.697 -3.935
C 0.245 -5.337 -2.514
H -4.744 -6.244 -3.942
H -3.817 -7.471 -4.786
H -5.336 -6.910 -5.418
H -4.298 -4.631 -5.720
H -3.176 -5.700 -6.553
H -2.742 -2.951 -5.138
H -0.384 -2.801 -3.526
H -1.798 -6.763 -3.780
H 1.059 -5.841 -3.035
H -0.245 -5.972 -1.784
H 0.740 -4.501 -2.025
C 8.899 -3.800 1.256
C 8.231 -3.519 -0.085
N 6.753 -3.583 0.011
C 6.032 -4.731 0.262
C 4.729 -4.362 0.247
N 4.659 -3.040 -0.158
C 5.916 -2.644 -0.407
C 3.447 -2.234 -0.294
H 9.974 -3.755 1.115
H 8.519 -4.724 1.691
H 8.587 -3.038 1.976
H 8.545 -4.195 -0.881
H 8.547 -2.539 -0.446
H 6.515 -5.658 0.524
H 3.825 -4.938 0.356
H 6.260 -1.666 -0.703
H 2.599 -2.647 0.247
H 3.122 -2.142 -1.328
H 3.675 -1.251 0.117
C -4.881 0.935 0.662
C -4.186 1.562 -0.527
N -4.794 2.841 -0.940
C -4.477 4.118 -0.522
C -5.291 4.980 -1.179
N -6.139 4.219 -1.954
C -5.903 2.942 -1.680
C -7.016 4.724 -3.027
H -5.864 0.511 0.441
H -5.158 1.679 1.415
H -4.234 0.214 1.156
H -4.036 0.903 -1.379
H -3.181 1.817 -0.182
H -3.655 4.346 0.131
H -5.466 6.044 -1.158
H -6.441 2.187 -2.233
H -8.071 4.656 -2.765
H -6.858 4.105 -3.908
H -6.752 5.754 -3.243
C 5.689 -4.653 5.600
C 4.351 -4.626 4.845
N 3.785 -3.236 4.900
C 3.520 -2.564 6.060
C 2.950 -1.383 5.706
N 2.798 -1.401 4.321
C 3.266 -2.569 3.879
C 2.211 -0.312 3.524
H 6.223 -3.751 5.306
H 6.225 -5.579 5.421
H 5.493 -4.608 6.671
H 3.560 -5.214 5.306
H 4.512 -4.863 3.796
H 3.904 -2.886 7.014
H 2.706 -0.491 6.258
H 3.104 -2.942 2.882
H 2.442 0.619 4.036
H 1.122 -0.382 3.561
H 2.517 -0.296 2.485
C 5.148 2.542 -3.179
C 3.665 2.590 -2.896
N 3.253 3.778 -2.090
C 2.365 3.758 -1.039
C 2.100 5.053 -0.718
N 2.762 5.841 -1.635
C 3.466 5.043 -2.431
C 2.766 7.303 -1.773
H 5.294 2.061 -4.147
H 5.733 2.015 -2.426
H 5.671 3.495 -3.281
H 3.254 1.700 -2.425
H 3.075 2.723 -3.804
H 1.948 2.848 -0.638
H 1.353 5.474 -0.069
H 4.070 5.406 -3.249
H 2.139 7.816 -1.049
H 2.284 7.519 -2.726
H 3.793 7.649 -1.710
C -2.595 -3.146 4.731
C -1.611 -2.158 5.312
N -0.821 -2.692 6.435
C -0.014 -3.812 6.411
C 0.502 -3.930 7.655
N 0.185 -2.786 8.354
C -0.605 -2.049 7.582
C 0.757 -2.379 9.650
H -3.255 -3.566 5.487
H -2.061 -3.935 4.201
H -3.223 -2.640 3.998
H -2.155 -1.347 5.806
H -0.945 -1.674 4.595
H 0.107 -4.441 5.547
H 1.237 -4.627 8.023
H -0.896 -1.048 7.858
H 1.045 -3.281 10.185
H -0.003 -1.869 10.235
H 1.641 -1.776 9.463
C -0.104 3.272 -3.501
C -1.282 4.063 -4.099
N -0.913 5.415 -4.547
C -0.823 6.558 -3.783
C -0.317 7.542 -4.565
N -0.077 6.991 -5.808
C -0.414 5.714 -5.751
C 0.365 7.772 -6.970
H 0.131 3.762 -2.553
H 0.811 3.364 -4.089
H -0.342 2.224 -3.343
H -2.015 4.219 -3.310
H -1.728 3.579 -4.965
H -1.095 6.569 -2.742
H -0.326 8.598 -4.344
H -0.365 5.016 -6.573
H 0.433 7.171 -7.879
H 1.391 8.089 -6.801
H -0.355 8.546 -7.222
C -1.322 2.899 2.121
C -0.748 3.258 3.466
N 0.346 4.257 3.253
C 1.653 3.868 3.055
C 2.324 4.948 2.595
N 1.464 6.025 2.663
C 0.262 5.559 3.018
C 1.816 7.429 2.432
H -2.142 2.184 2.255
H -0.571 2.383 1.521
H -1.817 3.718 1.602
H -0.287 2.473 4.055
H -1.528 3.754 4.045
H 2.028 2.912 3.364
H 3.321 5.044 2.202
H -0.604 6.197 3.110
H 1.699 7.685 1.379
H 2.807 7.682 2.794
H 1.085 8.045 2.955
P -0.222 -0.365 -0.554
F -0.196 -1.976 -0.397
F 0.557 -0.056 0.860
F 1.184 -0.405 -1.338
F -0.219 1.287 -0.838
F -1.089 -0.428 -1.928
F -1.642 -0.461 0.231
```

Computed properties:
multiplicity = 1
relative energy (zero: lowest compared OMol25 entry of this formula, charge and spin) = 538.2 kJ/mol
charge = +8
energy = -109937.13964 eV
max |F| = 1.94 eV/A

Atomic partial charges in e from the Mulliken method, atoms 1 to 4: -1.285 -0.235 0.419 -0.908

ORCA calculation (ωB97M-V/def2-TZVPD) on a 8-piece molecular cluster, C55H100F2N8O6 overall.

```
171
Properties=species:S:1:pos:R:3
C 4.529 3.017 -0.094
O 3.684 3.113 1.018
C 2.331 2.900 0.624
C 1.986 1.431 0.486
C 0.547 1.107 0.853
C 0.033 1.824 2.106
C -0.835 0.918 2.970
C -1.996 1.627 3.639
C -2.712 0.785 4.665
C -3.365 -0.450 4.071
C -2.454 -1.677 3.938
C -2.946 -2.911 4.666
O -3.665 -3.738 3.746
C -3.436 -5.090 3.833
F -3.349 -5.521 5.124
C -2.182 -5.478 3.037
C -2.545 -5.713 1.594
C -1.531 -6.564 0.832
C -2.131 -7.761 0.095
C -1.976 -7.723 -1.417
C -0.557 -7.539 -1.910
C 0.443 -8.487 -1.278
C 1.845 -8.234 -1.817
C 2.814 -9.378 -1.489
C 3.448 -9.989 -2.717
C 4.178 -8.962 -3.582
O 5.517 -9.334 -3.845
C 5.617 -10.227 -4.920
O -1.644 -6.671 3.597
C -0.460 -6.466 4.324
C -0.096 -7.739 5.018
O 0.218 -7.791 6.208
N -0.116 -8.898 4.167
C 1.089 -9.622 4.227
O 1.431 -10.488 5.073
F 1.894 -9.253 3.194
H 4.264 3.786 -0.810
H 5.536 3.185 0.238
H 4.509 2.042 -0.570
H 1.732 3.381 1.379
H 2.158 3.423 -0.310
H 2.681 0.817 1.031
H 2.113 1.153 -0.552
H -0.117 1.298 0.027
H 0.481 0.042 1.022
H -0.557 2.657 1.759
H 0.856 2.199 2.691
H -0.225 0.426 3.718
H -1.257 0.145 2.345
H -2.690 1.908 2.860
H -1.645 2.534 4.105
H -3.499 1.410 5.063
H -2.052 0.521 5.477
H -4.254 -0.724 4.621
H -3.679 -0.211 3.067
H -2.362 -1.916 2.893
H -1.464 -1.416 4.272
H -3.621 -2.612 5.449
H -2.106 -3.431 5.103
H -4.293 -5.583 3.394
H -1.452 -4.682 3.100
H -3.530 -6.143 1.494
H -2.579 -4.742 1.126
H -1.017 -5.947 0.114
H -0.761 -6.926 1.489
H -1.713 -8.692 0.445
H -3.189 -7.818 0.300
H -2.322 -8.678 -1.792
H -2.630 -6.983 -1.853
H -0.524 -7.686 -2.977
H -0.208 -6.531 -1.729
H 0.162 -9.506 -1.507
H 0.474 -8.327 -0.211
H 1.741 -8.154 -2.890
H 2.199 -7.294 -1.431
H 3.600 -9.003 -0.853
H 2.296 -10.156 -0.954
H 2.705 -10.494 -3.316
H 4.185 -10.709 -2.405
H 3.666 -8.866 -4.533
H 4.193 -7.995 -3.108
H 6.658 -10.437 -5.084
H 5.106 -11.161 -4.705
H 5.200 -9.797 -5.821
H 0.343 -6.208 3.634
H -0.548 -5.695 5.070
H -0.276 -8.573 3.219
C -2.652 4.787 -1.060
C -2.164 6.182 -0.701
C -0.824 6.199 0.046
C -0.912 5.451 1.298
N -1.002 4.857 2.287
H -2.832 4.189 -0.163
H -3.588 4.864 -1.605
H -1.939 4.253 -1.689
H -2.920 6.667 -0.087
H -2.062 6.776 -1.610
H -0.535 7.225 0.275
H -0.030 5.753 -0.558
C -2.468 10.777 0.193
C -3.729 11.377 -0.418
C -4.988 10.559 -0.105
C -4.878 9.203 -0.631
N -4.770 8.124 -1.032
H -2.267 9.783 -0.210
H -1.602 11.401 -0.025
H -2.557 10.693 1.278
H -3.608 11.455 -1.499
H -3.872 12.390 -0.039
H -5.869 11.025 -0.545
H -5.145 10.496 0.972
C -8.158 3.061 -1.293
C -7.112 2.597 -0.285
C -5.731 3.213 -0.532
C -5.210 2.855 -1.850
N -4.839 2.547 -2.901
H -7.893 2.759 -2.307
H -9.131 2.627 -1.063
H -8.263 4.147 -1.278
H -7.033 1.511 -0.315
H -7.433 2.865 0.723
H -5.017 2.873 0.217
H -5.786 4.301 -0.473
C 3.028 6.603 -5.475
C 3.794 6.273 -4.199
C 3.380 4.940 -3.570
C 1.969 4.932 -3.190
N 0.855 4.921 -2.881
H 1.960 6.705 -5.280
H 3.376 7.546 -5.896
H 3.164 5.827 -6.230
H 3.645 7.067 -3.471
H 4.863 6.232 -4.418
H 3.965 4.758 -2.670
H 3.556 4.115 -4.262
C -5.951 -4.250 1.093
C -6.238 -3.433 -0.163
C -4.972 -2.805 -0.757
C -4.344 -1.898 0.197
N -3.837 -1.189 0.954
H -5.540 -3.629 1.891
H -6.865 -4.707 1.470
H -5.236 -5.049 0.885
H -6.958 -2.648 0.068
H -6.695 -4.073 -0.919
H -5.203 -2.242 -1.662
H -4.251 -3.579 -1.020
C 5.572 10.084 -1.319
C 5.357 9.410 0.031
C 4.857 7.967 -0.097
C 3.573 7.909 -0.789
N 2.557 7.868 -1.342
H 4.638 10.159 -1.877
H 5.957 11.094 -1.186
H 6.288 9.528 -1.926
H 4.644 9.989 0.619
H 6.296 9.401 0.587
H 4.731 7.512 0.886
H 5.573 7.362 -0.655
C 9.354 0.277 -2.615
C 8.842 0.168 -1.183
C 7.470 0.824 -0.988
C 7.514 2.250 -1.294
N 7.579 3.376 -1.549
H 9.497 1.317 -2.907
H 10.314 -0.228 -2.717
H 8.657 -0.181 -3.318
H 9.561 0.626 -0.503
H 8.764 -0.884 -0.904
H 7.132 0.711 0.042
H 6.727 0.358 -1.636
```

Computed properties:
multiplicity = 1
structure (SMILES) = COCCCCCCCCCCO[C@H](F)[C@H](CCCCCCCCCCOC)OCC(=O)NC(=O)F.CCCC#N.CCCC#N.CCCC#N.CCCC#N.CCCC#N.CCCC#N.CCCC#N
energy = -88294.69202 eV
max |F| = 6.25 eV/A

Atomic partial charges in e from the Mulliken method, atoms 1 to 4: -0.093 -0.550 0.192 -0.967